1.
{
  "formula": "C14H20IrN3O3S",
  "method": "ωB97M-V with the def2-TZVPD basis set",
  "symbols": ["Ir", "S", "O", "O", "O", "N", "N", "N", "C", "C", "C", "C", "C", "C", "C", "C", "C", "C", "C", "C", "C", "C", "H", "H", "H", "H", "H", "H", "H", "H", "H", "H", "H", "H", "H", "H", "H", "H", "H", "H", "H", "H"],
  "positions_angstrom": [[-0.178016, 0.039320, -0.311970], [0.776058, -0.591983, 1.529449], [0.777308, 1.875300, -0.502662], [-1.782434, 1.330689, -0.045213], [1.410376, -0.799636, -1.160824], [2.336245, -1.417616, -0.389585], [-0.770643, -2.363652, -2.402312], [-1.386551, -1.587392, -0.273276], [0.050197, 2.847563, 0.308698], [3.115865, -2.031607, 1.758900], [-3.269990, -3.624738, -0.107246], [3.384804, -1.990958, -0.995193], [2.176173, -1.417344, 0.939551], [-3.076523, -2.743349, 0.981130], [-2.156374, -1.757340, 0.857324], [4.212025, -2.637652, 1.166642], [4.344858, -2.613879, -0.219559], [-3.222035, 1.133127, -0.293580], [-1.419701, 2.758957, -0.017723], [-2.512230, -3.482246, -1.227830], [1.384497, 2.390684, -1.737539], [-1.529503, -2.464327, -1.305005], [4.958874, -3.123119, 1.781311], [2.125920, 3.131935, -1.450296], [5.188970, -3.076628, -0.713103], [-0.935642, -2.999092, -3.167900], [-2.630809, -4.144825, -2.074912], [-4.010558, -4.411671, -0.047166], [-3.766181, 1.565303, 0.542631], [-1.995379, -1.041296, 1.651299], [-2.024102, 3.249844, 0.744943], [0.025571, -1.754579, -2.478047], [-3.474997, 1.628303, -1.228664], [-1.661685, 3.170110, -0.998849], [1.859900, 1.545352, -2.223992], [3.411073, -1.922420, -2.073955], [0.253851, 2.583884, 1.346714], [-3.401295, 0.067391, -0.358393], [-3.641827, -2.842521, 1.896592], [0.615865, 2.826859, -2.372942], [2.980313, -2.025106, 2.833105], [0.442330, 3.844954, 0.113849]],
  "forces_ev_per_angstrom": [[0.0, 0.1, -0.3], [0.0, 0.1, 0.2], [-0.2, 0.1, 0.2], [0.2, 0.0, 0.1], [-0.1, -0.1, -0.2], [0.1, -0.1, -0.2], [0.0, 0.1, -0.1], [0.0, 0.0, -0.1], [0.0, 0.0, 0.0], [0.1, 0.0, 0.0], [0.0, 0.0, 0.0], [0.0, 0.0, 0.0], [0.0, 0.1, 0.2], [0.0, 0.0, 0.0], [0.0, 0.0, 0.0], [0.0, 0.0, 0.0], [0.0, 0.0, 0.0], [0.0, 0.0, 0.0], [0.0, -0.1, -0.1], [0.0, 0.0, 0.0], [0.0, 0.0, 0.0], [0.0, 0.0, 0.1], [0.0, 0.0, 0.0], [0.0, 0.0, 0.0], [0.0, 0.0, 0.0], [0.0, 0.0, 0.0], [0.0, 0.0, 0.0], [0.0, 0.0, 0.0], [0.0, 0.0, 0.0], [0.0, 0.0, 0.0], [0.0, 0.0, 0.0], [0.0, 0.0, 0.0], [0.0, 0.0, 0.0], [0.0, 0.0, 0.0], [0.0, 0.0, 0.0], [0.0, 0.0, 0.0], [0.0, 0.0, 0.0], [0.0, 0.0, 0.0], [0.0, 0.0, 0.0], [0.0, 0.0, 0.0], [0.0, 0.0, 0.0], [0.0, 0.0, 0.0]],
  "lowdin_spin": [0.29, 0.38, 0.02, 0.00, 0.04, 0.04, 0.03, 0.01, 0.00, 0.05, 0.00, 0.00, 0.03, 0.03, 0.00, -0.01, 0.06, 0.00, 0.00, 0.01, 0.00, 0.02, 0.00, 0.00, 0.00, 0.00, 0.00, 0.00, 0.00, 0.00, 0.00, 0.00, 0.00, 0.00, 0.00, 0.00, 0.00, 0.00, 0.00, 0.00, 0.00, 0.00],
  "homo_lumo_gap_ev": [6.31, 4.48],
  "de_lowest_kj_mol": 0.00,
  "e_homo_ha": [-0.6705, -0.6644],
  "multiplicity": 2,
  "e_lumo_ev": [-11.93, -13.60],
  "s_squared": 0.7645,
  "charge": 3
}

---

2.
{
  "formula": "C14H20N2O3S",
  "method": "ωB97M-V with the def2-TZVPD basis set",
  "symbols": ["S", "O", "O", "O", "N", "N", "C", "C", "C", "C", "C", "C", "C", "C", "C", "C", "C", "C", "C", "C", "H", "H", "H", "H", "H", "H", "H", "H", "H", "H", "H", "H", "H", "H", "H", "H", "H", "H", "H", "H"],
  "positions_angstrom": [[-1.398476, -4.239191, 0.727006], [2.157540, 1.315252, 1.387598], [-1.841153, 1.462733, 3.130761], [-2.634696, -0.628136, 3.228682], [-0.709288, 2.969475, 1.213440], [0.314312, 0.026595, 1.885660], [2.671837, 0.440774, -3.584486], [-0.859684, -5.708297, 1.610360], [-1.584420, -1.459608, 0.812292], [-1.889244, 0.257349, 2.760326], [1.730414, 0.892119, -4.531490], [-1.056133, -2.790047, 1.590994], [0.865764, 1.013929, 1.294205], [-1.090881, -0.119725, 1.590172], [0.618237, 2.104649, -3.027661], [1.128174, 2.610273, -0.597430], [0.714030, 1.751107, -4.302620], [2.572863, 0.907206, -2.213402], [0.037554, 1.845242, 0.242204], [1.370973, 1.814196, -1.857737], [-0.851982, 1.459536, -0.204270], [-2.750607, -1.129247, 0.609152], [0.767915, 3.570703, -0.731376], [-0.069204, -2.537423, 1.892205], [1.874189, 2.840158, 0.089027], [-0.977692, -1.450049, -0.156783], [0.001684, 3.616110, 1.522101], [-0.888019, -5.824796, 2.695457], [-1.617471, -6.573245, 1.335707], [-0.003627, 2.070614, -5.081544], [-0.484644, 2.376825, -2.758577], [-1.517423, 2.215159, 2.465044], [1.652302, 0.381662, -5.410321], [0.333658, -6.234336, 1.321691], [3.481024, -0.450433, -3.827836], [3.176960, 0.580221, -1.270662], [1.047488, -0.769341, 2.136874], [-1.597842, -2.819719, 2.544732], [-1.292218, 3.517578, 0.422024], [-1.402212, 0.694129, 1.048483]],
  "forces_ev_per_angstrom": [[-0.2, -1.7, -1.7], [-5.4, -1.7, 0.3], [-0.2, 3.5, 1.0], [1.1, 2.2, 0.1], [-1.2, -0.2, -4.0], [0.9, -3.9, 0.8], [1.1, -1.3, 2.2], [2.0, -4.0, -0.7], [0.5, 1.6, 0.0], [-2.7, -5.3, 1.1], [1.9, -1.1, 0.8], [-2.4, 2.9, 1.7], [6.8, 3.6, -2.9], [-0.2, -3.8, 0.3], [-4.6, 1.6, 5.3], [-2.8, -2.9, -0.3], [0.3, -0.2, -1.4], [-2.3, 1.4, 1.3], [1.7, 4.0, 3.3], [4.2, -1.3, -3.9], [0.4, -0.6, -1.1], [2.9, -2.0, 0.6], [-1.3, 1.8, -1.5], [1.3, -0.3, -0.3], [2.0, -0.6, 0.7], [-1.1, 0.1, 0.9], [0.3, 0.2, 0.1], [0.0, 1.0, 0.1], [1.5, 1.9, 0.0], [0.5, -0.5, 0.7], [1.9, 0.8, -0.3], [0.2, -1.5, 0.4], [0.6, -1.2, -2.7], [-3.6, 2.0, 0.6], [-2.3, 2.6, 0.5], [-0.7, 0.5, -2.3], [-2.6, 2.2, -0.2], [0.0, 0.1, -0.2], [1.6, -1.3, 2.6], [-0.2, 1.1, -2.0]],
  "nbo_charge": [0.26, -0.68, -0.69, -0.62, -0.88, -0.59, -0.24, -0.80, -0.38, 0.77, -0.20, -0.59, 0.65, -0.15, -0.18, -0.45, -0.23, -0.19, -0.10, -0.04, 0.22, 0.25, 0.21, 0.19, 0.28, 0.21, 0.38, 0.23, 0.25, 0.23, 0.18, 0.53, 0.21, 0.20, 0.23, 0.24, 0.45, 0.25, 0.38, 0.22],
  "homo_lumo_gap_ev": 8.74,
  "smiles": "CSCC[C@H](NC(=O)[C@@H](N)Cc1ccccc1)C(=O)O",
  "de_lowest_kj_mol": 770.12,
  "e_homo_ha": -0.3138,
  "e_lumo_ev": 0.20
}

---

3.
{
  "formula": "C14H20N3S",
  "method": "ωB97M-V with the def2-TZVPD basis set",
  "symbols": ["S", "N", "N", "N", "C", "C", "C", "C", "C", "C", "C", "C", "C", "C", "C", "C", "C", "C", "H", "H", "H", "H", "H", "H", "H", "H", "H", "H", "H", "H", "H", "H", "H", "H", "H", "H", "H", "H"],
  "positions_angstrom": [[2.212472, -0.477423, -1.248228], [0.523201, -2.566596, -1.410326], [-0.385179, 2.961660, 0.211498], [-0.509027, -0.591013, -1.148751], [-0.469380, 1.278564, 1.979911], [-1.021741, 0.767751, 3.157065], [-1.576858, -1.590523, -1.331059], [2.858439, -3.194174, -1.077114], [1.506598, -3.586639, -1.632396], [-0.417932, 2.347332, -0.951910], [3.274762, -1.874155, -1.671794], [0.646329, -1.210679, -1.265519], [0.422428, 4.191338, 0.340141], [-0.873213, -2.915972, -1.558624], [-1.021939, 2.410648, 1.381638], [-2.158801, 3.019005, 1.937572], [-2.761296, 2.459324, 3.068453], [-2.182902, 1.347160, 3.687642], [3.561152, -3.961691, -1.387208], [-1.108785, -3.681770, -0.807254], [-1.057486, -3.340336, -2.553537], [-2.589430, 3.895574, 1.451345], [2.841604, -3.165480, 0.014147], [3.278147, -1.922186, -2.764971], [0.393139, 0.807106, 1.501469], [-0.053522, 5.019752, -0.197339], [-2.244442, -1.653543, -0.463662], [-0.548162, -0.088397, 3.649319], [-2.646106, 0.913252, 4.580345], [-3.689177, 2.894287, 3.467328], [1.421221, 4.008062, -0.076769], [1.570327, -3.780913, -2.718892], [-0.045412, 2.893867, -1.819356], [-0.838721, 1.332955, -1.043218], [-2.184360, -1.344099, -2.220732], [0.515386, 4.454330, 1.395748], [1.098505, -4.491018, -1.159879], [4.260156, -1.565349, -1.315075]],
  "forces_ev_per_angstrom": [[-0.1, 0.7, 0.5], [0.1, 0.7, 0.1], [0.3, -1.0, -2.5], [1.4, 0.1, -0.2], [0.2, 0.0, -0.1], [-0.3, 0.2, -0.1], [-0.3, 0.2, -0.3], [-0.3, -0.3, -0.1], [-0.2, -0.2, -0.2], [-0.7, 1.2, 2.0], [0.4, 0.2, -0.3], [-2.1, -1.1, -0.1], [0.1, 0.6, 0.1], [0.2, -0.7, 0.2], [-0.5, -0.6, 1.2], [0.2, -0.1, -0.4], [0.1, 0.0, -0.1], [0.2, -0.1, -0.1], [0.3, 0.0, 0.1], [-0.2, 0.1, -0.2], [0.0, 0.0, 0.1], [0.1, -0.2, 0.2], [0.0, 0.1, 0.0], [0.2, -0.1, 0.2], [-0.2, 0.1, 0.3], [0.1, -0.2, 0.1], [0.1, 0.3, -0.1], [-0.3, 0.3, -0.3], [0.2, 0.2, -0.4], [0.6, -0.2, -0.2], [-0.4, 0.0, 0.2], [0.2, -0.1, 0.2], [0.4, -0.2, 0.3], [0.0, 0.1, 0.1], [0.2, 0.1, 0.5], [-0.1, -0.1, -0.2], [0.4, 0.1, -0.1], [-0.1, 0.0, -0.2]],
  "nbo_charge": [0.28, -0.43, -0.26, -0.61, -0.21, -0.18, -0.24, -0.42, -0.20, 0.12, -0.52, 0.28, -0.43, -0.22, 0.08, -0.21, -0.19, -0.18, 0.24, 0.20, 0.20, 0.23, 0.22, 0.23, 0.24, 0.24, 0.20, 0.24, 0.24, 0.24, 0.24, 0.19, 0.21, 0.30, 0.20, 0.25, 0.22, 0.25],
  "homo_lumo_gap_ev": 6.97,
  "de_lowest_kj_mol": 0.00,
  "e_homo_ha": -0.4016,
  "e_lumo_ev": -3.96,
  "charge": 1
}

---

4.
{
  "formula": "C14H20N4O5S",
  "method": "ωB97M-V with the def2-TZVPD basis set",
  "symbols": ["S", "O", "O", "O", "O", "O", "N", "N", "N", "N", "C", "C", "C", "C", "C", "C", "C", "C", "C", "C", "C", "C", "C", "C", "H", "H", "H", "H", "H", "H", "H", "H", "H", "H", "H", "H", "H", "H", "H", "H", "H", "H", "H", "H"],
  "positions_angstrom": [[3.084390, 0.337977, 0.427994], [3.034338, -0.616228, 1.507243], [-2.987375, 2.926509, 0.834692], [-2.563950, 3.363450, -1.223553], [4.079126, 1.362874, 0.471821], [0.403202, -1.324587, -1.760668], [-0.474746, -1.766980, 0.895151], [3.263226, -0.449226, -1.034043], [-2.273146, 2.904393, -0.142433], [0.804923, -1.922870, 0.396915], [-0.586978, 1.790989, 1.237110], [0.648154, 1.181838, 1.360163], [1.094397, 1.591788, -0.982288], [-3.116320, -0.436718, -1.087773], [1.171324, -1.649019, -0.874644], [-1.353483, -3.329814, -0.779985], [-0.146540, 2.185890, -1.118344], [1.469443, 1.091774, 0.251234], [-3.904558, -3.027606, 0.700256], [-0.972330, 2.282802, -0.004747], [-1.460942, -2.360984, 0.349141], [-3.217882, -0.603431, 0.423675], [2.680813, -1.775898, -1.106021], [-2.803014, -1.998898, 0.937562], [3.124401, -2.456424, -0.368313], [1.763644, 1.492702, -1.820364], [-3.599368, -4.012349, 1.047371], [1.514986, -1.827131, 1.120764], [0.980424, 0.767328, 2.297935], [-2.080707, -0.494766, -1.416171], [-0.420062, -3.887664, -0.694017], [-0.489066, 2.570069, -2.066866], [2.835064, -2.164100, -2.114737], [4.214954, -0.390936, -1.363738], [-3.689821, -1.200742, -1.606335], [-2.574547, 0.131781, 0.906504], [-4.790699, -2.735416, 1.259292], [-1.252577, 1.892371, 2.080855], [-2.186568, -4.022593, -0.801281], [-4.243807, -0.412077, 0.743703], [-1.314721, -2.788126, -1.726068], [-2.652990, -1.902122, 2.018103], [-3.514795, 0.531507, -1.383168], [-4.177381, -3.089188, -0.349640]],
  "forces_ev_per_angstrom": [[0.3, 0.2, -0.4], [-0.1, 0.1, 0.0], [-0.3, 0.0, 0.3], [-0.1, 0.1, -0.3], [0.1, 0.1, -0.2], [0.1, 0.0, -0.1], [-0.1, 0.6, 0.6], [0.0, 0.5, 0.6], [-0.3, 0.2, 0.0], [-0.2, -0.7, 0.2], [-0.1, 0.2, -0.1], [0.1, 0.0, 0.0], [-0.1, 0.1, 0.0], [0.0, 0.1, 0.2], [-0.1, -0.3, -0.3], [0.1, 0.0, -0.1], [-0.2, 0.1, 0.1], [0.4, -0.2, 0.0], [0.2, 0.1, 0.1], [1.1, -0.6, 0.2], [0.2, -0.2, -0.2], [0.1, -0.1, 0.0], [-0.3, -0.3, 0.2], [-0.3, 0.2, 0.1], [0.0, 0.0, -0.2], [0.0, 0.0, -0.2], [0.0, -0.1, 0.0], [-0.2, -0.1, -0.3], [-0.1, 0.0, 0.1], [0.1, 0.0, -0.1], [0.0, 0.0, 0.0], [0.0, 0.0, 0.0], [-0.1, 0.1, 0.1], [0.2, 0.2, 0.1], [-0.1, -0.1, -0.2], [-0.1, 0.0, 0.0], [-0.1, 0.0, 0.0], [0.0, 0.0, 0.0], [0.0, -0.1, 0.0], [0.0, 0.0, 0.1], [0.0, 0.0, 0.0], [0.1, 0.0, -0.1], [0.0, 0.1, -0.1], [-0.1, -0.1, -0.1]],
  "nbo_charge": [2.31, -0.96, -0.37, -0.37, -0.92, -0.63, -0.31, -0.86, 0.51, -0.48, -0.20, -0.17, -0.16, -0.63, 0.64, -0.72, -0.20, -0.31, -0.61, 0.10, 0.36, -0.38, -0.32, -0.26, 0.20, 0.25, 0.21, 0.43, 0.25, 0.22, 0.23, 0.26, 0.24, 0.42, 0.20, 0.21, 0.22, 0.26, 0.23, 0.20, 0.27, 0.23, 0.22, 0.20],
  "homo_lumo_gap_ev": 8.40,
  "smiles": "CC[C@@H](C)/C(C)=N/NC(=O)CNS(=O)(=O)c1ccc([N+](=O)[O-])cc1",
  "de_lowest_kj_mol": 0.00,
  "e_homo_ha": -0.3417,
  "e_lumo_ev": -0.90
}